No. 1
ORCA calculation (wB97M-V/def2-TZVPD) on a 2-piece molecular cluster, C5H14O overall in a non-equilibrium geometry.

The SMILES is CCC.CCO. As for the HOMO energy: -10.362 eV. For the largest force on an atom, the calculation gives 4.5 eV/A. The LUMO energy comes out at 0.92 eV. For the energy above the lowest of the compared OMol25 structures with the same formula, charge and spin, the calculation gives 44.0 kcal/mol.

Structure (ORCA input):
```
! wB97M-V def2-TZVPD RIJCOSX def2/J DEFGRID3
* xyz 0 1
C -0.43205 2.81513 0.60374
C -1.65812 3.64340 0.23590
C -2.74186 2.84666 -0.39678
H 0.35736 3.18899 1.25605
H 0.06239 2.41303 -0.36889
H -0.84943 1.92626 1.15712
H -1.38591 4.48172 -0.43938
H -1.94112 4.08087 1.18680
H -3.65426 2.81480 0.10279
H -3.06128 3.02318 -1.47995
H -2.45836 1.80261 -0.35655
C 1.84170 -3.72567 -1.22794
C 1.99525 -3.26542 0.34537
O 1.80910 -4.30619 1.40903
H 0.88762 -4.05017 -1.43571
H 2.21449 -3.01420 -1.94671
H 2.45340 -4.57585 -1.32432
H 1.06515 -2.55558 0.61552
H 2.87512 -2.72659 0.50813
H 2.62082 -4.81697 1.55577
*
```

natural (NBO) atomic charge list, values in e, 4 entries:
1 C -0.5984
2 C -0.4167
3 C -0.6190
4 H 0.2156

***

No. 2
ORCA calculation (wB97M-V/def2-TZVPD) on a 2-piece molecular cluster, C11H14BN2O overall in a non-equilibrium geometry.

As for the HOMO energy: -12.776 eV. For the largest force on an atom, the calculation gives 3.9 eV/A. The LUMO energy comes out at -3.39 eV.

Structure (ORCA input):
```
! wB97M-V def2-TZVPD RIJCOSX def2/J DEFGRID3
* xyz 1 1
B 0.08765 0.93425 -0.80991
C 3.25856 -1.31548 2.84585
C 2.59790 -0.45070 3.71243
C 2.83648 -1.39915 1.57397
C 1.67267 0.48439 3.26458
C 1.91144 -0.43371 1.15059
C 0.85887 1.72184 -1.78548
C 0.47767 1.64724 -3.14907
C -0.64996 0.81337 -3.38631
C -1.43602 0.28166 -2.36866
C -2.92727 -1.30842 -0.44223
C -1.98605 -0.23076 0.02624
N 1.32595 0.46374 1.97054
N -1.14017 0.38909 -1.00197
O 0.51176 1.28482 1.43545
H 3.95874 -2.12781 3.22914
H 2.77427 -0.40082 4.69173
H 3.27765 -2.07071 0.85155
H 1.31352 1.18931 3.87865
H 1.66321 -0.41742 0.17687
H 1.59944 2.46984 -1.68484
H 0.78424 2.35363 -3.99337
H -0.94210 0.58469 -4.37660
H -2.36882 -0.23669 -2.74509
H -2.43185 -2.22539 -0.51281
H -3.81224 -1.51775 0.30326
H -3.39843 -1.06989 -1.39087
H -2.44000 0.67525 0.41105
H -1.31943 -0.55873 0.92662
*
```

natural (NBO) atomic charge list, values in e, 4 entries:
1 B 1.1064
2 C -0.1703
3 C -0.1740
4 C -0.1956

***

No. 3
ORCA calculation (wB97M-V/def2-TZVPD) on an isolated ion of composition C5H9N2O2 and charge +1 in a non-equilibrium geometry.

The SMILES is C[NH2+]/C=C(\[O-])[N+](C)=C=O. As for the HOMO energy: -12.989 eV. For the largest force on an atom, the calculation gives 4.8 eV/A. The LUMO energy comes out at -3.94 eV. For the energy above the lowest of the compared OMol25 structures with the same formula, charge and spin, the calculation gives 109.3 kcal/mol.

Structure (ORCA input):
```
! wB97M-V def2-TZVPD RIJCOSX def2/J DEFGRID3
* xyz 1 1
C -0.58591 2.71293 -1.27061
N 0.07469 1.34746 -1.37933
C -0.10161 0.63150 -0.07338
C 0.59344 -0.55584 -0.07529
O 1.47399 -0.99013 -0.65361
N -0.01604 -1.51581 1.17748
C 0.76227 -2.75871 1.18788
C -0.94759 -1.05647 1.83013
O -1.80585 -0.54522 2.39922
H -0.11283 3.60278 -1.72680
H -1.47386 2.52246 -1.70929
H -0.74374 2.94817 -0.29814
H 1.09214 1.36215 -1.40464
H -0.24502 0.89711 -2.22293
H -1.06036 0.55943 0.33703
H 1.85873 -2.52447 1.16501
H 0.85093 -3.15470 2.18690
H 0.38664 -3.48264 0.53037
*
```

natural (NBO) atomic charge list, values in e, 4 entries:
1 C -0.3921
2 N -0.4899
3 C -0.4420
4 C 0.6531

***

No. 4
ORCA calculation (wB97M-V/def2-TZVPD) on a 2-piece molecular cluster, C6H11Cl2O2Si overall in a non-equilibrium geometry.

As for the HOMO energy: -2.666 eV. For the largest force on an atom, the calculation gives 4.5 eV/A. The LUMO energy comes out at 3.46 eV. For the energy above the lowest of the compared OMol25 structures with the same formula, charge and spin, the calculation gives 32.8 kcal/mol.

Structure (ORCA input):
```
! wB97M-V def2-TZVPD RIJCOSX def2/J DEFGRID3
* xyz -1 1
C 1.22382 2.00910 -1.47999
C -1.60186 -1.36688 0.58483
C -1.45944 1.20297 0.87064
C 1.25228 0.20503 1.29307
C -1.03043 -0.06251 0.09535
C 0.51219 -0.12410 -0.05843
O 2.20846 2.22184 -0.89701
O 0.41656 2.08640 -2.30778
Si 1.09364 -1.37985 -1.26274
Cl 3.10219 -0.66383 -1.87080
Cl -0.15181 -1.60170 -2.89618
H -0.90382 -1.83810 1.34508
H -2.55899 -1.16230 1.10912
H -1.73412 -2.08570 -0.23497
H -1.40863 2.12637 0.30532
H -2.61327 1.19580 0.92071
H -0.91241 1.16292 1.82042
H 2.06869 -0.55229 1.38837
H 1.74249 1.15889 1.09079
H 0.51977 0.16065 2.03128
H -1.49278 0.01975 -0.90794
H 1.72747 -2.71245 -0.93911
*
```

natural (NBO) atomic charge list, values in e, 4 entries:
1 C 1.0484
2 C -0.6139
3 C -0.6119
4 C -0.6517

***

No. 5
ORCA calculation (wB97M-V/def2-TZVPD) on a 2-piece molecular cluster, C4H13NO2 overall in a non-equilibrium geometry.

As for the HOMO energy (spin up / spin down): -14.759 / -14.754 eV. For the largest force on an atom, the calculation gives 3.3 eV/A. The expectation value of S² is 0.754. The LUMO energy (spin up / spin down) comes out at -3.14 / -8.35 eV. For the energy above the lowest of the compared OMol25 structures with the same formula, charge and spin, the calculation gives 37.4 kcal/mol.

Structure (ORCA input):
```
! wB97M-V def2-TZVPD RIJCOSX def2/J DEFGRID3
* xyz 1 2
C -0.42234 -1.17024 1.35981
N -0.61227 -0.89389 -0.03981
C 1.45700 -0.71414 -1.34699
C 0.31442 0.04015 -0.71935
C 0.86083 1.15135 0.17964
O 1.02053 2.28447 -0.68092
H -0.98194 -1.97263 1.82739
H -0.67728 -0.26422 1.92808
H 0.66038 -1.24782 1.54547
H -0.62112 -1.77295 -0.56988
H 1.97076 -0.04880 -2.03777
H 1.16097 -1.60637 -1.91517
H 2.16409 -1.10476 -0.61370
H -0.30492 0.52958 -1.48496
H 0.22460 1.49659 0.99477
H 1.79687 0.81589 0.63939
H 0.96568 3.03641 -0.09560
H -2.37242 0.08283 0.07016
H -3.75546 0.68832 0.31457
O -2.84838 0.67024 0.64488
*
```

natural (NBO) atomic charge list, values in e, 4 entries:
1 C -0.4940
2 N -0.1414
3 C -0.6229
4 C -0.1227

***

No. 6
ORCA calculation (wB97M-V/def2-TZVPD) on a 17-piece molecular cluster, C24H79BO23 overall in a non-equilibrium geometry.

As for the HOMO energy: -9.472 eV. For the largest force on an atom, the calculation gives 4.4 eV/A. The LUMO energy comes out at 0.32 eV.

Structure (ORCA input):
```
! wB97M-V def2-TZVPD RIJCOSX def2/J DEFGRID3
* xyz 0 1
C 0.95881 -3.31742 0.58905
C 1.62031 -2.25011 -0.42644
O 1.48186 -2.43963 -1.65039
O 2.34988 -1.20417 0.18182
C 2.10736 0.08335 -0.44633
C 1.54441 1.14475 0.63897
C -0.05479 1.08127 0.57669
C -0.73009 2.11740 -0.43775
O -2.13986 2.36406 -0.20146
C -2.90215 1.16148 -0.31420
O -3.41535 0.93343 -1.43671
O -3.05905 0.36412 0.82139
C -4.13291 -0.60935 0.66352
B -3.63502 -2.04118 0.01019
O -4.34922 -2.53742 -1.14111
O -2.56988 -2.85144 0.52851
H 0.39599 -2.78595 1.43692
H 1.82116 -3.88850 1.09558
H 0.24534 -4.03291 0.04289
H 3.12438 0.45428 -0.83736
H 1.39918 0.05885 -1.33584
H 1.90854 2.20567 0.46660
H 1.84004 0.74049 1.67661
H -0.43653 0.03185 0.28715
H -0.49072 1.28776 1.62009
H -0.50012 1.81420 -1.51494
H -0.20024 3.12851 -0.27223
H -4.48334 -0.87854 1.74490
H -5.03392 -0.16286 0.12354
H -3.90742 -2.25510 -1.97425
H -1.71703 -2.37287 0.55860
C 5.00829 2.34843 0.94858
O 3.89664 2.88249 1.65467
H 4.85131 1.28112 0.79936
H 5.09565 2.84085 -0.02277
H 5.92062 2.50277 1.52963
H 4.06006 3.82638 1.77346
C -0.13484 -6.00854 -2.21384
O 1.23932 -6.13630 -1.85868
H -0.72514 -6.67094 -1.58017
H -0.45826 -4.98029 -2.06134
H -0.27182 -6.29173 -3.25996
H 1.73762 -5.53942 -2.43331
C 3.47844 -8.80843 -2.07185
O 2.77192 -8.16098 -3.11618
H 3.91913 -9.72657 -2.46167
H 4.27359 -8.15502 -1.70260
H 2.79073 -9.05490 -1.25831
H 2.39088 -7.34980 -2.74340
C 8.02940 4.26408 -0.15168
O 6.92073 4.79995 0.55419
H 7.86915 3.19529 -0.29927
H 8.11933 4.75379 -1.12446
H 8.94372 4.41556 0.42717
H 7.08778 5.74621 0.67170
C -2.74242 -4.27607 -4.35975
O -2.32171 -4.49756 -3.02134
H -1.86152 -4.13275 -4.98585
H -3.30365 -5.14249 -4.71870
H -3.36893 -3.38121 -4.40737
H -3.11910 -4.62122 -2.48860
C -5.56205 -3.70168 3.30711
O -5.03962 -2.45709 3.75511
H -4.86624 -4.13669 2.58799
H -5.67670 -4.37921 4.15409
H -6.52722 -3.54113 2.82510
H -5.67247 -2.09560 4.38696
C -7.85380 -6.46817 2.67824
O -7.81457 -5.35062 3.55522
H -7.33882 -6.20748 1.75279
H -7.35142 -7.31926 3.14461
H -8.89150 -6.72374 2.45562
H -8.27564 -5.60744 4.36349
C 5.59860 -0.04481 -2.56739
O 5.73517 0.49331 -1.25695
H 5.01670 -0.96566 -2.51072
H 5.08116 0.67129 -3.20578
H 6.58667 -0.26576 -2.97885
H 6.25221 1.30424 -1.33522
C 5.52021 3.26980 -5.28877
O 5.47213 1.87631 -5.02275
H 6.07867 3.76295 -4.49270
H 6.02214 3.44395 -6.24389
H 4.50437 3.67203 -5.32083
H 4.97265 1.46649 -5.74271
C 9.92811 7.32695 1.56482
O 9.21981 7.99722 0.53172
H 10.33819 6.39883 1.16590
H 10.74546 7.95964 1.92056
H 9.24734 7.09746 2.38802
H 8.86834 8.81216 0.90944
C -3.85802 4.30869 2.50113
O -3.88284 3.96621 1.12353
H -4.49030 5.18336 2.65695
H -4.24122 3.47558 3.09559
H -2.83476 4.54406 2.80454
H -3.31552 3.18909 1.01119
C 6.10610 8.63133 2.96146
O 6.76841 7.41133 2.65799
H 6.78556 9.45989 2.76051
H 5.21631 8.73413 2.33548
H 5.82248 8.64469 4.01665
H 6.14678 6.69645 2.84447
C 2.38053 2.90209 -7.37838
O 3.04775 1.68306 -7.67739
H 3.05733 3.73238 -7.58012
H 1.49126 3.00034 -8.00569
H 2.09635 2.91466 -6.32286
H 2.42951 0.96572 -7.49072
C -4.41470 5.78557 6.25148
O -3.44085 4.86099 5.78947
H -5.23192 5.82399 5.53121
H -4.80236 5.46062 7.22043
H -3.96713 6.77863 6.34335
H -2.73050 4.84536 6.44212
C -7.68948 1.98502 -0.06320
O -6.31844 1.84692 0.27660
H -8.27785 1.32482 0.57442
H -8.00702 3.01867 0.09645
H -7.84078 1.70609 -1.10934
H -5.82027 2.44049 -0.30082
C -10.20515 -9.66669 2.69702
O -10.16933 -8.55170 3.57666
H -9.68980 -9.40218 1.77356
H -9.70157 -10.51890 3.16018
H -11.24257 -9.92511 2.47043
H -10.63043 -8.81055 4.38382
*
```

Mulliken atomic charge list, values in e, 4 entries:
1 C -0.8505
2 C 0.8202
3 O -0.5878
4 O -0.3664

***

No. 7
ORCA calculation (wB97M-V/def2-TZVPD) on a 2-piece molecular cluster, C6H11FO overall in a non-equilibrium geometry.

As for the HOMO energy (spin up / spin down): -7.837 / -8.544 eV. For the largest force on an atom, the calculation gives 3.6 eV/A. The LUMO energy (spin up / spin down) comes out at -0.20 / 0.33 eV. For the energy above the lowest of the compared OMol25 structures with the same formula, charge and spin, the calculation gives 129.9 kcal/mol.

Structure (ORCA input):
```
! wB97M-V def2-TZVPD RIJCOSX def2/J DEFGRID3
* xyz 0 1
C -1.64944 -1.41522 1.38651
C -0.74606 -2.39333 1.51568
C 0.42601 2.15604 0.77874
C 0.32198 1.70933 -1.83144
C 0.69238 -3.24170 -0.14060
C 0.15593 1.27020 -0.39333
O -0.35785 -3.21590 0.54303
F 1.05772 0.24126 -0.18646
H -2.05182 -1.14507 0.38761
H -1.96080 -0.81376 2.17509
H 1.37626 2.70763 0.68358
H 0.34126 1.74194 1.80286
H -0.34135 2.93224 0.76443
H -0.55813 2.10906 -2.35934
H 0.66071 0.70262 -2.16911
H 1.17416 2.46046 -1.88214
H 0.89343 -4.09862 -0.81972
H -0.80094 0.70494 -0.07129
H 1.36656 -2.41210 -0.18413
*
```

natural (NBO) atomic charge list, values in e, 4 entries:
1 C -0.5868
2 C 0.1957
3 C -0.6383
4 C -0.6593

***

No. 8
ORCA calculation (wB97M-V/def2-TZVPD) on C10H15BF2MnNO10 as an isolated structure in a non-equilibrium geometry.

As for the HOMO energy (spin up / spin down): -4.796 / -6.328 eV. For the largest force on an atom, the calculation gives 4.6 eV/A. The expectation value of S² is 8.753. The LUMO energy (spin up / spin down) comes out at 2.10 / 2.10 eV. For the energy above the lowest of the compared OMol25 structures with the same formula, charge and spin, the calculation gives 20.3 kcal/mol.

Structure (ORCA input):
```
! wB97M-V def2-TZVPD RIJCOSX def2/J DEFGRID3
* xyz -1 6
Mn -0.80465 -1.41336 -0.52499
F -2.85397 -0.89487 -0.82573
F -1.14507 -3.14278 0.53387
O 1.58717 0.76979 3.07720
C 0.46584 1.17048 3.02944
O -0.10040 2.18860 3.69165
B -1.33595 2.54991 3.02589
O -1.62858 1.46825 2.04464
C -0.57966 0.68737 2.02342
O -0.48304 -0.30607 1.34290
O -1.38492 3.88832 2.41525
C -2.34863 4.63261 3.00251
O -2.67684 5.73873 2.71376
C -2.85110 3.78760 4.22047
O -2.39432 2.59076 4.07606
O -3.65714 4.20256 5.01166
C 0.92492 1.22284 -1.09526
O -0.15053 0.33321 -1.41729
C -0.39548 0.27260 -2.84459
C 0.06350 -1.05672 -3.35658
N -0.32226 -2.25337 -2.53128
C 0.86037 -3.08732 -2.27913
C 1.94290 -2.42975 -1.40884
O 1.27064 -1.82597 -0.27463
C 2.01348 -2.03315 0.91272
H 1.75695 1.20311 -1.80690
H 1.43093 1.01017 -0.15513
H 0.47924 2.21777 -1.10139
H 0.06414 1.14525 -3.31038
H -1.46358 0.41663 -3.01742
H 1.12805 -1.04803 -3.61737
H -0.28161 -1.12436 -4.39725
H -0.96416 -2.72774 -3.15233
H 1.40428 -3.38675 -3.18321
H 0.52595 -3.95274 -1.70643
H 2.49505 -1.58461 -1.83005
H 2.66971 -3.16405 -1.06439
H 1.86713 -3.03125 1.32100
H 1.80175 -1.27633 1.66928
H 3.06989 -1.75735 0.78886
*
```

natural (NBO) atomic charge list, values in e, 4 entries:
1 Mn 1.5590
2 F -0.8829
3 F -0.8757
4 O -0.5582

***

Please write out number 8 again, unchanged.
ORCA calculation (wB97M-V/def2-TZVPD) on C10H15BF2MnNO10 as an isolated structure in a non-equilibrium geometry.

As for the HOMO energy (spin up / spin down): -4.796 / -6.328 eV. For the largest force on an atom, the calculation gives 4.6 eV/A. The expectation value of S² is 8.753. The LUMO energy (spin up / spin down) comes out at 2.10 / 2.10 eV. For the energy above the lowest of the compared OMol25 structures with the same formula, charge and spin, the calculation gives 20.3 kcal/mol.

Structure (ORCA input):
```
! wB97M-V def2-TZVPD RIJCOSX def2/J DEFGRID3
* xyz -1 6
Mn -0.80465 -1.41336 -0.52499
F -2.85397 -0.89487 -0.82573
F -1.14507 -3.14278 0.53387
O 1.58717 0.76979 3.07720
C 0.46584 1.17048 3.02944
O -0.10040 2.18860 3.69165
B -1.33595 2.54991 3.02589
O -1.62858 1.46825 2.04464
C -0.57966 0.68737 2.02342
O -0.48304 -0.30607 1.34290
O -1.38492 3.88832 2.41525
C -2.34863 4.63261 3.00251
O -2.67684 5.73873 2.71376
C -2.85110 3.78760 4.22047
O -2.39432 2.59076 4.07606
O -3.65714 4.20256 5.01166
C 0.92492 1.22284 -1.09526
O -0.15053 0.33321 -1.41729
C -0.39548 0.27260 -2.84459
C 0.06350 -1.05672 -3.35658
N -0.32226 -2.25337 -2.53128
C 0.86037 -3.08732 -2.27913
C 1.94290 -2.42975 -1.40884
O 1.27064 -1.82597 -0.27463
C 2.01348 -2.03315 0.91272
H 1.75695 1.20311 -1.80690
H 1.43093 1.01017 -0.15513
H 0.47924 2.21777 -1.10139
H 0.06414 1.14525 -3.31038
H -1.46358 0.41663 -3.01742
H 1.12805 -1.04803 -3.61737
H -0.28161 -1.12436 -4.39725
H -0.96416 -2.72774 -3.15233
H 1.40428 -3.38675 -3.18321
H 0.52595 -3.95274 -1.70643
H 2.49505 -1.58461 -1.83005
H 2.66971 -3.16405 -1.06439
H 1.86713 -3.03125 1.32100
H 1.80175 -1.27633 1.66928
H 3.06989 -1.75735 0.78886
*
```

natural (NBO) atomic charge list, values in e, 4 entries:
1 Mn 1.5590
2 F -0.8829
3 F -0.8757
4 O -0.5582